Record 1
Computed, not measured: a structure of composition C11H9ClF6N2O7PdS2, with ωB97M-V with the def2-TZVPD basis set.

Calculated values
Energy above the lowest of the compared OMol25 structures with the same formula, charge and spin ... 21.8 kcal per mole
Orbital gap ... 7.59 eV
LUMO ... -1.13 eV
Net charge ... 0
Electronic energy ... -82841.916 eV
E_HOMO ... -8.725 eV

Each line ends with the natural charge from an NBO analysis.
Cartesian coordinates (Å):
Pd 0.569 -0.435 0.230  1.064
F 4.459 0.325 -0.038  -0.295
C 3.758 -0.074 1.013  0.758
F 2.945 0.900 1.396  -0.298
F 4.574 -0.378 2.010  -0.292
S 2.860 -1.625 0.507  2.191
O 2.141 -1.287 -0.762  -0.886
O 3.845 -2.640 0.428  -0.852
N 1.732 -1.725 1.620  -1.216
S 1.045 -3.202 1.807  2.213
O 1.896 -4.114 2.489  -0.876
O 0.368 -3.567 0.594  -0.915
C -0.282 -2.689 3.011  0.740
F 0.149 -1.749 3.840  -0.298
F -1.338 -2.237 2.345  -0.300
F -0.632 -3.761 3.709  -0.299
Cl -1.715 6.356 -0.599  0.005
C -1.054 4.755 -0.697  -0.106
C -0.323 4.378 -1.841  -0.165
C 0.208 3.125 -1.942  -0.226
C 0.046 2.161 -0.911  0.423
O 0.596 1.005 -1.106  -0.661
C -0.693 2.550 0.230  -0.313
C -0.946 1.714 1.348  0.451
O -0.602 0.538 1.544  -0.569
C -1.231 3.861 0.310  -0.135
H -0.187 5.095 -2.639  0.232
H 0.770 2.827 -2.816  0.225
H -1.519 2.166 2.165  0.163
H -1.791 4.140 1.194  0.226
C -3.140 -2.307 -1.758  -0.718
C -2.008 -1.313 -1.766  0.688
N -1.048 -1.514 -2.704  -0.821
O -1.931 -0.384 -0.976  -0.661
H -2.767 -3.278 -1.427  0.241
H -3.565 -2.426 -2.755  0.226
H -3.905 -1.967 -1.068  0.243
H -1.034 -2.331 -3.285  0.397
H -0.252 -0.896 -2.699  0.414



Record 2
Computed, not measured: the molecule C11H9ClFN, with ωB97M-V with the def2-TZVPD basis set.

Calculated values
Energy above the lowest of the compared OMol25 structures with the same formula, charge and spin ... 0.0 kcal per mole
Orbital gap (alpha / beta) ... 8.41 / 7.39 eV
LUMO (alpha / beta) ... 0.68 / -1.93 eV
Net charge ... 0
Electronic energy ... -28278.453 eV
Spin multiplicity ... 3
E_HOMO (alpha / beta) ... -7.735 / -9.322 eV

Each line ends with the natural charge from an NBO analysis.
Cartesian coordinates (Å):
C 2.542 1.772 0.954  0.137
C -2.375 1.007 -1.133  -0.227
C -1.641 2.133 -1.464  -0.195
C -1.788 -0.064 -0.486  -0.177
C -0.280 2.179 -1.166  -0.355
C -0.425 -0.052 -0.156  -0.190
C 0.218 1.082 -0.544  0.240
C 0.194 -1.229 0.545  -0.419
C 1.598 -1.019 1.120  -0.413
C 2.679 -0.611 0.110  -0.259
C 2.730 0.869 -0.084  0.383
N 2.374 2.529 1.809  -0.237
F 3.348 1.317 -1.194  -0.289
Cl 2.418 -1.409 -1.490  -0.040
H -3.423 0.965 -1.384  0.217
H -2.102 2.977 -1.953  0.216
H -2.375 -0.933 -0.221  0.210
H 0.322 3.036 -1.418  0.229
H -0.461 -1.509 1.374  0.227
H 0.212 -2.072 -0.151  0.233
H 1.560 -0.246 1.894  0.231
H 1.900 -1.957 1.592  0.228
H 3.662 -0.980 0.436  0.249



Record 3
Computed, not measured: the molecule C11H9F9I2O3S, with ωB97M-V with the def2-TZVPD basis set.

Calculated values
Orbital gap ... 7.87 eV
LUMO ... -1.08 eV
Net charge ... 0
Electronic energy ... -69187.169 eV
E_HOMO ... -8.954 eV

Each line ends with the natural charge from an NBO analysis.
Cartesian coordinates (Å):
C 0.009 1.815 -3.344  -0.661
C -1.073 0.711 -3.230  -0.288
I -0.619 -0.829 -4.732  0.072
C -1.068 -0.012 -1.839  -0.347
I -2.444 -1.722 -2.007  0.112
C -1.601 0.844 -0.716  -0.158
C -1.807 0.494 0.552  0.008
C -1.536 -0.834 1.259  -0.464
C -0.576 -0.547 2.454  -0.457
C 0.750 -1.355 2.386  0.632
F 1.166 -1.471 3.651  -0.304
F 0.458 -2.578 1.915  -0.315
C 1.755 -0.560 1.516  0.466
F 1.200 0.028 0.474  -0.302
F 2.198 0.422 2.280  -0.292
S 3.268 -1.514 0.899  2.355
F 3.199 -2.536 2.104  -0.452
F 4.248 -0.594 1.771  -0.458
F 3.464 -0.448 -0.288  -0.464
F 2.380 -2.416 -0.051  -0.452
F 4.549 -2.280 0.369  -0.439
C -2.388 1.676 1.318  0.757
O -2.481 1.783 2.457  -0.500
O -2.779 2.611 0.387  -0.494
C -2.018 2.294 -0.744  0.777
O -1.783 3.156 -1.490  -0.503
H -0.502 2.782 -3.332  0.253
H 0.776 1.758 -2.562  0.217
H 0.500 1.720 -4.318  0.233
H -2.087 1.047 -3.459  0.228
H -0.087 -0.454 -1.647  0.251
H -2.522 -1.201 1.568  0.252
H -1.121 -1.487 0.488  0.245
H -1.087 -0.822 3.383  0.255
H -0.340 0.518 2.527  0.238